(1)
{
  "formula": "C40H70BFN6O7PSZr",
  "method": "ωB97M-V/def2-TZVPD",
  "species": ["Zr", "C", "C", "C", "C", "N", "N", "B", "N", "N", "C", "C", "C", "C", "C", "C", "C", "C", "N", "N", "C", "C", "C", "C", "C", "C", "C", "C", "C", "C", "C", "C", "H", "H", "H", "H", "H", "H", "H", "H", "H", "H", "H", "H", "H", "H", "H", "H", "H", "H", "H", "H", "H", "H", "H", "H", "H", "H", "H", "H", "H", "H", "H", "H", "H", "H", "H", "H", "H", "H", "H", "H", "O", "H", "H", "O", "H", "H", "O", "H", "H", "S", "C", "C", "C", "C", "C", "O", "P", "O", "O", "O", "C", "C", "C", "C", "H", "H", "H", "H", "H", "H", "H", "H", "H", "H", "H", "H", "H", "H", "H", "H", "H", "H", "F", "C", "C", "C", "C", "C", "C", "C", "H", "H", "H", "H", "H", "H"],
  "xyz": [[-1.4833, 0.5024, -0.1068], [1.8052, -4.6708, 3.1995], [1.6155, -3.1890, 3.1955], [1.8839, -2.3172, 4.2263], [1.6485, -1.0321, 3.6967], [1.2250, -1.1221, 2.4474], [1.1999, -2.4502, 2.1320], [0.9673, -2.9522, 0.6993], [-0.4928, -2.7767, 0.1182], [-0.9375, -1.7983, -0.7520], [-2.0186, -2.3179, -1.3702], [-2.3400, -3.5549, -0.8276], [-1.3548, -3.8065, 0.1038], [-1.2567, -5.0165, 0.9690], [-2.6576, -1.7851, -2.6352], [-2.2293, -0.3695, -2.9771], [-4.1832, -1.8710, -2.5559], [-2.1590, -2.6948, -3.7748], [2.0458, -2.4403, -0.2821], [2.5436, -1.1835, -0.2492], [3.5807, -1.1369, -1.0798], [3.7418, -2.3889, -1.6927], [2.7537, -3.1889, -1.1533], [2.4478, -4.6225, -1.4314], [4.4603, 0.0850, -1.2237], [5.8021, -0.2225, -0.5434], [3.8350, 1.3083, -0.5534], [4.7010, 0.3826, -2.7078], [1.8502, 0.3033, 4.3794], [3.0725, 0.2115, 5.2991], [2.0963, 1.4139, 3.3562], [0.6090, 0.6397, 5.2159], [2.2027, -4.9666, 4.1697], [0.8771, -5.2157, 3.0385], [2.5098, -4.9901, 2.4314], [2.2495, -2.5813, 5.2047], [1.1214, -4.1329, 0.7469], [-3.1540, -4.2059, -1.0961], [-2.1243, -5.6491, 0.7875], [-0.3552, -5.5961, 0.7762], [-1.2550, -4.7357, 2.0225], [-2.5885, 0.3575, -2.2454], [-1.1477, -0.2975, -3.1028], [-2.7131, -0.0527, -3.9025], [-4.5732, -1.2775, -1.7292], [-4.6148, -1.4971, -3.4873], [-4.5167, -2.9017, -2.4279], [-1.0703, -2.6591, -3.8479], [-2.4619, -3.7301, -3.6154], [-2.5795, -2.3549, -4.7247], [4.4829, -2.6844, -2.4163], [3.0561, -4.9677, -2.2658], [2.6594, -5.2525, -0.5666], [1.3975, -4.7602, -1.6920], [5.6594, -0.4255, 0.5198], [6.2763, -1.0962, -0.9933], [6.4808, 0.6276, -0.6453], [3.5990, 1.1087, 0.4949], [4.5395, 2.1415, -0.5874], [2.9235, 1.6228, -1.0670], [5.2035, -0.4517, -3.2002], [3.7627, 0.5712, -3.2320], [5.3374, 1.2646, -2.8107], [3.9624, -0.0778, 4.7370], [3.2609, 1.1798, 5.7679], [2.9221, -0.5204, 6.0948], [1.2386, 1.5552, 2.7020], [2.9662, 1.1829, 2.7362], [2.2778, 2.3595, 3.8723], [0.4158, -0.1379, 5.9578], [0.7468, 1.5885, 5.7403], [-0.2727, 0.7316, 4.5764], [0.6641, 0.5164, 0.1536], [1.0381, 1.3011, 0.5716], [1.4407, -0.1925, 0.1348], [-1.6175, -1.1422, 1.9023], [-2.3320, -0.9542, 2.5195], [-0.7810, -1.1895, 2.3989], [1.0370, 0.1290, -2.8799], [0.8038, 0.9395, -2.4031], [1.6111, -0.3432, -2.2633], [-4.8365, -0.1985, 1.3105], [-3.5542, -0.2217, 0.4339], [-2.7986, 3.8230, -5.2352], [-1.7030, 3.4537, -4.2520], [-0.8390, 2.3345, -4.8027], [-0.8575, 4.6624, -3.8858], [-2.4299, 2.9271, -3.0790], [-1.9568, 2.9028, -1.5807], [-2.9121, 2.0064, -0.7981], [-0.5996, 2.2326, -1.3973], [-1.9131, 4.3714, -1.0630], [-3.0476, 5.2525, -0.6985], [-2.4286, 6.6366, -0.6689], [-3.5386, 4.8417, 0.6756], [-4.1501, 5.1586, -1.7377], [-2.3521, 4.1336, -6.1810], [-3.4109, 4.6409, -4.8575], [-3.4422, 2.9634, -5.4215], [-0.3070, 2.6890, -5.6873], [-1.4498, 1.4799, -5.0898], [-0.1025, 2.0031, -4.0745], [-0.3519, 5.0099, -4.7881], [-0.0933, 4.4137, -3.1479], [-1.4652, 5.4779, -3.4967], [-1.5929, 6.6563, 0.0306], [-3.1740, 7.3627, -0.3407], [-2.0722, 6.9278, -1.6576], [-2.7598, 4.9989, 1.4205], [-3.8386, 3.7943, 0.6945], [-4.4018, 5.4561, 0.9402], [-3.7871, 5.4417, -2.7246], [-4.9481, 5.8475, -1.4566], [-4.5746, 4.1556, -1.7920], [0.0574, 6.8603, 3.2662], [-0.2844, 5.5952, 2.9256], [-1.2120, 4.9204, 3.6939], [-1.5545, 3.6269, 3.3291], [-0.9973, 2.9945, 2.2126], [-1.3391, 1.5608, 1.9198], [-0.0674, 3.7231, 1.4723], [0.2988, 5.0185, 1.8186], [-1.6514, 5.4035, 4.5566], [-2.2771, 3.0855, 3.9288], [-2.2587, 1.3073, 2.4548], [-0.5535, 0.9401, 2.3614], [0.3650, 3.2968, 0.5745], [1.0180, 5.5780, 1.2346]],
  "atomic_forces_ev_per_a": [[-0.35, -0.31, 0.83], [0.01, -0.01, 0.01], [-0.02, 0.09, -0.08], [0.13, 0.08, -0.06], [0.02, -0.02, 0.15], [-0.13, -0.12, -0.02], [0.09, 0.05, 0.10], [-0.10, -0.16, -0.03], [0.03, 0.16, 0.08], [0.08, -0.15, -0.37], [-0.04, -0.03, -0.10], [0.08, 0.00, 0.10], [-0.03, -0.10, -0.06], [-0.01, 0.01, 0.04], [0.02, -0.02, -0.04], [0.08, 0.03, 0.10], [-0.03, 0.00, -0.02], [-0.02, 0.00, -0.02], [-0.01, 0.01, -0.05], [-0.07, 0.09, 0.11], [-0.01, 0.06, -0.07], [0.03, -0.04, 0.05], [-0.05, -0.03, -0.01], [0.01, -0.01, -0.04], [-0.04, -0.02, -0.02], [0.00, -0.01, 0.02], [-0.01, 0.01, 0.03], [0.02, 0.01, 0.00], [0.00, -0.05, 0.04], [-0.01, 0.01, 0.05], [0.05, -0.05, -0.04], [-0.04, 0.03, -0.02], [0.00, -0.01, -0.02], [-0.08, 0.01, -0.04], [0.01, 0.03, -0.01], [0.00, 0.00, -0.01], [-0.01, -0.07, 0.03], [0.00, 0.00, 0.01], [0.01, 0.00, 0.01], [0.02, 0.00, -0.03], [0.04, 0.01, 0.04], [-0.19, -0.06, -0.08], [-0.01, 0.04, 0.01], [0.04, -0.02, -0.04], [0.02, 0.01, 0.00], [0.00, -0.01, 0.00], [0.00, 0.01, 0.02], [0.00, 0.01, 0.01], [0.00, 0.00, 0.01], [0.01, -0.01, 0.01], [0.00, 0.00, 0.00], [0.00, 0.00, 0.01], [0.00, 0.01, 0.00], [0.00, 0.01, 0.01], [-0.01, 0.00, 0.00], [0.00, 0.01, 0.00], [-0.01, 0.00, 0.00], [0.00, -0.01, -0.05], [-0.01, 0.01, -0.01], [-0.03, -0.03, 0.00], [-0.01, 0.00, 0.00], [-0.02, 0.00, 0.02], [0.00, -0.01, 0.00], [0.00, 0.01, -0.01], [-0.01, -0.01, 0.00], [0.00, 0.01, -0.01], [0.05, 0.00, 0.07], [-0.01, 0.00, 0.04], [-0.01, 0.00, -0.01], [0.01, 0.00, -0.01], [0.00, 0.00, -0.01], [0.02, 0.01, 0.03], [0.64, -0.21, -0.06], [-0.06, -0.05, 0.09], [-0.09, 0.17, -0.06], [0.01, -0.18, -0.28], [0.01, 0.16, 0.01], [0.14, 0.10, -0.06], [0.14, 0.22, -0.03], [-0.06, -0.06, 0.05], [-0.05, -0.12, -0.01], [-0.12, -0.17, -0.02], [0.19, 0.42, -0.10], [0.00, 0.01, -0.05], [-0.06, -0.06, 0.10], [0.04, -0.02, -0.03], [0.04, 0.03, -0.03], [0.01, 0.08, -0.06], [-0.01, -0.25, 0.01], [-0.18, 0.22, -0.14], [-0.11, -0.11, 0.02], [0.05, 0.12, 0.04], [0.11, -0.12, -0.01], [-0.02, 0.03, 0.02], [-0.03, 0.04, 0.07], [-0.05, 0.00, 0.00], [0.00, 0.00, 0.01], [-0.01, 0.01, 0.03], [0.01, 0.00, 0.01], [-0.01, 0.00, 0.00], [-0.01, 0.00, 0.01], [0.00, 0.01, 0.01], [-0.01, 0.01, 0.01], [-0.01, -0.02, 0.00], [-0.02, -0.01, 0.01], [0.00, -0.01, 0.00], [0.01, 0.00, -0.01], [0.00, -0.01, 0.00], [-0.01, -0.02, -0.03], [0.00, 0.00, -0.04], [0.01, 0.00, 0.02], [0.02, 0.00, -0.03], [0.01, 0.00, -0.01], [0.02, -0.02, 0.02], [0.00, 0.00, 0.00], [0.00, 0.02, 0.00], [-0.01, -0.01, -0.02], [0.00, 0.01, 0.00], [0.01, -0.07, 0.07], [0.07, 0.31, -0.14], [0.03, 0.04, -0.04], [-0.02, -0.02, -0.01], [0.01, 0.00, 0.00], [0.00, 0.00, 0.00], [-0.06, 0.04, -0.02], [-0.04, 0.02, 0.03], [-0.02, 0.00, -0.01], [0.00, 0.00, 0.00]],
  "spin_multiplicity": 2,
  "total_charge": 0,
  "gap_ev": [6.539, 8.197],
  "e_tot_ev": -90696.6772
}


(2)
{
  "formula": "C40H70N10",
  "method": "ωB97M-V/def2-TZVPD",
  "species": ["C", "C", "C", "C", "N", "H", "H", "H", "H", "H", "H", "H", "C", "C", "C", "C", "N", "H", "H", "H", "H", "H", "H", "H", "C", "C", "C", "C", "N", "H", "H", "H", "H", "H", "H", "H", "C", "C", "C", "C", "N", "H", "H", "H", "H", "H", "H", "H", "C", "C", "C", "C", "N", "H", "H", "H", "H", "H", "H", "H", "C", "C", "C", "C", "N", "H", "H", "H", "H", "H", "H", "H", "C", "C", "C", "C", "N", "H", "H", "H", "H", "H", "H", "H", "C", "C", "C", "C", "N", "H", "H", "H", "H", "H", "H", "H", "C", "C", "C", "C", "N", "H", "H", "H", "H", "H", "H", "H", "C", "C", "C", "C", "N", "H", "H", "H", "H", "H", "H", "H"],
  "xyz": [[-0.8783, 0.7981, -4.4951], [-1.8550, -0.3026, -4.8245], [-3.1878, 0.1997, -5.4490], [-2.9414, 0.7227, -6.8221], [-2.6273, 1.0273, -7.8736], [0.0979, 0.3785, -4.2190], [-1.2444, 1.3154, -3.6064], [-0.7430, 1.5053, -5.2894], [-2.1380, -0.8452, -3.9147], [-1.4124, -1.0685, -5.4707], [-3.5829, 1.0216, -4.8699], [-3.9013, -0.6178, -5.5101], [-0.8328, -1.1919, -0.9482], [-0.9676, -0.4440, 0.3575], [0.2596, -0.6435, 1.2160], [1.5494, -0.2205, 0.5289], [2.5073, 0.1053, -0.0528], [-1.7483, -1.1741, -1.5432], [-0.6995, -2.2451, -0.7211], [-0.0184, -0.8096, -1.5489], [-1.7684, -0.8961, 0.9319], [-1.1497, 0.6131, 0.2212], [0.3032, -1.7362, 1.4417], [0.1599, -0.0435, 2.1350], [1.6634, -3.0838, -3.1356], [2.8641, -2.2479, -2.6327], [3.5619, -2.7913, -1.3636], [2.6294, -3.1738, -0.2946], [1.8781, -3.5398, 0.5071], [1.9610, -4.1062, -3.3610], [1.2752, -2.6172, -4.0389], [0.8650, -3.1091, -2.3935], [2.5081, -1.2656, -2.3530], [3.6001, -2.0734, -3.4220], [4.1833, -1.9963, -0.9597], [4.1637, -3.6685, -1.6346], [-5.1718, 0.4411, 5.1279], [-4.3253, 1.2566, 4.1973], [-3.7203, 0.3776, 3.0964], [-4.7000, -0.3854, 2.3095], [-5.5494, -0.9603, 1.8339], [-4.6163, -0.2856, 5.7326], [-5.9211, -0.0440, 4.5069], [-5.6891, 1.0849, 5.8691], [-3.4884, 1.7656, 4.7103], [-4.9334, 2.0138, 3.7103], [-3.0835, -0.3782, 3.5711], [-3.0778, 0.9362, 2.4266], [5.8526, 1.4843, -2.8529], [5.4857, 0.4041, -1.8392], [5.9771, 0.7735, -0.4419], [7.4650, 0.7237, -0.3570], [8.6318, 0.6583, -0.4524], [6.9133, 1.7544, -2.7903], [5.2113, 2.3503, -2.7631], [5.6876, 1.1011, -3.8484], [5.9722, -0.5100, -2.1981], [4.4229, 0.2208, -1.7540], [5.6321, 0.0880, 0.3279], [5.6540, 1.7793, -0.1585], [0.4955, 2.9817, -1.2949], [1.8402, 2.8458, -1.9555], [2.1446, 3.9745, -2.9556], [1.0780, 4.0721, -3.9521], [0.1743, 4.1238, -4.6490], [0.4453, 3.8843, -0.6397], [0.3393, 2.1269, -0.6354], [-0.3088, 3.1044, -1.9997], [2.0364, 1.9058, -2.4645], [2.6518, 2.8983, -1.2368], [3.0673, 3.7618, -3.4840], [2.1865, 4.9345, -2.4181], [-4.4471, 1.1300, -1.5598], [-4.3189, 2.6500, -1.7024], [-3.8560, 3.3271, -0.3973], [-4.8358, 3.2279, 0.6296], [-5.6994, 3.0672, 1.3556], [-5.0823, 0.8825, -0.6913], [-3.4314, 0.6986, -1.4504], [-4.8941, 0.6507, -2.4361], [-5.2317, 3.1304, -2.0843], [-3.4573, 2.8874, -2.3141], [-3.5903, 4.3728, -0.5407], [-2.9321, 2.8794, -0.0482], [1.5835, -1.9856, 4.6273], [0.5140, -2.0597, 5.7313], [-0.8620, -1.5860, 5.2207], [-0.8020, -0.2015, 4.7755], [-0.6969, 0.8583, 4.3899], [1.5882, -1.0156, 4.1254], [1.3937, -2.6649, 3.8196], [2.5658, -2.1168, 5.0687], [0.8219, -1.4637, 6.5876], [0.4125, -3.0603, 6.1348], [-1.6590, -1.6612, 5.9467], [-1.1497, -2.1716, 4.3290], [-1.4823, -5.2764, -1.0353], [-2.8883, -4.5643, -0.9115], [-3.4732, -4.7253, 0.4967], [-2.7018, -4.0220, 1.5211], [-1.9730, -3.4062, 2.1759], [-1.6018, -6.3413, -0.7877], [-0.7766, -4.9306, -0.2447], [-1.0059, -5.1634, -2.0017], [-3.5955, -5.0141, -1.6135], [-2.8084, -3.5397, -1.2243], [-3.5824, -5.7781, 0.7405], [-4.4522, -4.2342, 0.4930], [2.4828, 2.9079, 2.1675], [2.6177, 1.8643, 3.2917], [3.8062, 2.1800, 4.2417], [5.0190, 2.1976, 3.4161], [5.9768, 2.2638, 2.8138], [2.4094, 3.8996, 2.6258], [1.5889, 2.7721, 1.5588], [3.3191, 2.9148, 1.4724], [2.8228, 0.8965, 2.8326], [1.6907, 1.7677, 3.8543], [3.8389, 1.3774, 4.9899], [3.7219, 3.1397, 4.7394]],
  "atomic_forces_ev_per_a": [[0.15, -0.43, 0.89], [-0.70, -0.62, -0.16], [1.03, 0.15, -0.80], [-0.18, -0.90, 1.64], [0.16, 0.47, -1.09], [-0.13, 0.09, -0.14], [0.05, 0.31, -0.06], [0.08, 0.37, -0.45], [0.08, 0.12, 0.01], [-0.08, 0.23, -0.13], [-0.30, 0.11, 0.34], [-0.18, 0.09, 0.02], [-0.74, -0.20, -0.11], [0.09, -0.19, -0.22], [1.26, -0.08, 0.14], [0.35, 0.03, -0.47], [-1.70, -0.56, 1.13], [-0.03, 0.34, -0.03], [0.45, -0.25, -0.03], [0.28, -0.03, -0.22], [-0.41, 0.18, 0.11], [-0.26, 0.32, -0.12], [0.43, 0.83, 0.07], [0.22, -0.38, -0.16], [0.71, 0.40, 0.18], [-0.68, -0.14, 0.38], [-0.15, -0.13, -0.49], [-0.74, -0.60, 0.37], [0.72, 0.48, -0.73], [-0.02, -0.09, -0.07], [-0.09, -0.10, -0.09], [0.06, -0.02, 0.03], [-0.25, 0.40, -0.06], [0.05, -0.30, 0.13], [0.33, -0.11, 0.02], [0.00, 0.18, 0.33], [-0.61, 0.41, 0.93], [0.66, 0.33, -0.37], [0.41, -0.63, 0.12], [1.46, 1.65, 1.49], [-1.62, -1.37, -1.33], [0.03, -0.07, -0.39], [-0.22, -0.34, 0.35], [0.17, -0.28, -0.51], [-0.34, -0.23, -0.24], [-0.08, 0.20, 0.05], [0.02, 0.07, -0.14], [0.09, 0.21, -0.14], [-0.16, -0.35, -0.10], [0.79, 0.09, -0.12], [1.02, -0.14, 0.46], [2.16, 0.04, -0.75], [-2.80, 0.14, 0.41], [-0.27, 0.08, 0.13], [0.04, 0.46, 0.23], [-0.02, -0.12, -0.45], [-0.13, -0.11, 0.38], [-0.31, 0.10, -0.24], [-0.33, -0.03, 0.04], [0.00, -0.11, 0.02], [0.17, 0.45, 1.16], [0.97, 0.51, -0.42], [-0.54, 0.06, 0.12], [0.37, 0.07, 0.51], [-0.54, 0.02, -0.56], [0.25, -0.50, -0.42], [-0.27, -0.03, -0.13], [-0.37, -0.30, -0.39], [-0.56, -0.32, -0.04], [-0.01, -0.03, 0.45], [0.30, 0.24, 0.08], [0.23, -0.22, -0.31], [0.12, 0.06, 0.23], [0.51, 0.11, 0.29], [0.49, 0.16, -0.51], [-0.27, -0.12, 0.12], [-0.76, -0.08, 0.93], [0.37, -0.09, -0.28], [-0.54, 0.07, 0.22], [0.01, 0.23, 0.04], [0.37, -0.16, 0.09], [-0.21, -0.04, -0.96], [-0.21, 0.15, -0.22], [0.22, -0.36, 0.08], [-0.35, 0.61, 0.53], [0.00, 0.34, -0.32], [0.28, -0.29, -0.60], [0.02, -1.73, 0.66], [0.14, 2.08, -0.71], [-0.04, 0.27, 0.31], [0.04, -0.81, -0.22], [0.17, -0.28, -0.19], [-0.02, 0.29, 0.01], [-0.04, -0.34, -0.20], [-0.14, -0.19, 0.32], [0.00, 0.03, 0.34], [-0.69, 0.18, 1.38], [1.45, -1.28, -0.28], [-0.55, 0.79, -0.28], [1.30, 0.54, 0.12], [-0.83, -0.49, -0.31], [-0.05, 0.13, -0.42], [-0.43, 0.20, -0.60], [-0.09, 0.02, -0.17], [0.07, -0.13, 0.10], [0.04, 0.66, 0.21], [-0.05, -0.04, 0.16], [-0.12, -0.34, 0.16], [-0.30, 0.21, 0.51], [0.25, 0.37, -0.50], [-0.56, -0.78, -0.81], [-1.29, -0.01, 1.73], [1.54, 0.00, -1.25], [0.01, 0.03, -0.16], [-0.11, -0.19, 0.14], [0.23, -0.12, 0.13], [-0.03, -0.15, 0.07], [0.00, 0.14, 0.08], [0.35, 0.31, -0.09], [-0.16, 0.14, 0.08]],
  "total_charge": 0,
  "gap_ev": 11.521,
  "e_tot_ev": -57514.8070
}